{
  "formula": "C44H37BrF4N6O5PRb",
  "method": "wB97M-V/def2-TZVPD",
  "max_force_ev_per_a": 0.6,
  "e_homo_ev": -1.99,
  "e_lumo_ev": 3.80,
  "charge": -2,
  "relative_energy_ev": 0.000,
  "e_tot_ev": -156265.982,
  "elements": ["Rb", "O", "C", "C", "N", "C", "C", "O", "O", "C", "C", "O", "O", "H", "H", "H", "H", "H", "H", "H", "H", "H", "C", "C", "C", "C", "C", "N", "C", "C", "C", "C", "C", "C", "C", "N", "C", "C", "C", "N", "C", "C", "N", "C", "C", "C", "N", "H", "H", "H", "H", "H", "H", "H", "H", "H", "H", "H", "H", "H", "H", "H", "H", "H", "H", "F", "C", "C", "F", "C", "F", "C", "P", "C", "C", "C", "C", "C", "C", "C", "C", "C", "C", "C", "C", "C", "Br", "C", "F", "H", "H", "H", "H", "H", "H", "H", "H", "H", "H"],
  "xyz": [[0.02, 1.80, 1.53], [2.76, 2.43, 1.39], [3.25, 2.31, 2.73], [2.43, 3.15, 3.70], [1.09, 2.62, 3.96], [1.10, 1.51, 4.91], [-0.12, 0.54, 4.89], [-0.34, -0.05, 5.96], [-0.71, 0.40, 3.78], [0.14, 3.66, 4.37], [-0.11, 4.72, 3.26], [0.44, 5.82, 3.40], [-0.86, 4.34, 2.31], [2.60, 1.54, 1.04], [4.28, 2.67, 2.76], [3.25, 1.26, 3.03], [2.32, 4.15, 3.30], [3.01, 3.23, 4.64], [1.20, 1.88, 5.95], [1.97, 0.88, 4.71], [0.50, 4.18, 5.27], [-0.80, 3.15, 4.60], [7.66, -1.08, -1.43], [6.16, -0.97, -1.55], [5.53, -0.79, -2.78], [4.16, -0.61, -2.87], [3.31, -0.60, -1.74], [2.00, -0.27, -1.78], [1.19, -0.75, -2.74], [1.30, -2.04, -3.33], [0.37, -2.53, -4.22], [-0.76, -1.80, -4.61], [-1.75, -2.35, -5.60], [-0.89, -0.53, -4.05], [0.04, -0.02, -3.17], [-0.13, 1.34, -2.74], [-0.11, 2.42, -3.56], [-0.28, 3.53, -2.77], [-0.39, 3.01, -1.46], [-0.30, 1.69, -1.46], [3.97, -0.88, -0.51], [5.35, -1.02, -0.43], [3.21, -1.17, 0.67], [3.41, -2.26, 1.44], [2.45, -2.26, 2.41], [1.68, -1.11, 2.14], [2.14, -0.46, 1.08], [8.11, -1.34, -2.39], [7.95, -1.85, -0.71], [8.12, -0.14, -1.10], [6.12, -0.76, -3.69], [3.71, -0.45, -3.84], [2.15, -2.65, -3.05], [0.51, -3.54, -4.61], [-1.69, -3.44, -5.65], [-1.57, -1.97, -6.61], [-2.77, -2.09, -5.34], [-1.75, 0.09, -4.29], [0.05, 2.29, -4.61], [-0.30, 4.56, -3.07], [-0.51, 3.56, -0.54], [5.78, -1.17, 0.56], [4.20, -2.96, 1.20], [2.29, -2.98, 3.20], [0.81, -0.75, 2.67], [-7.40, 0.11, 3.87], [-6.33, 0.10, 3.08], [-6.12, -0.96, 2.22], [-6.99, -1.98, 2.20], [-5.02, -0.95, 1.39], [-4.86, -2.01, 0.59], [-4.10, 0.09, 1.38], [-2.61, 0.13, 0.28], [-3.40, 0.01, -1.37], [-3.81, -1.17, -2.00], [-4.42, -1.12, -3.24], [-4.61, 0.09, -3.89], [-4.17, 1.26, -3.29], [-3.56, 1.22, -2.04], [-1.86, -1.50, 0.59], [-1.11, -2.11, -0.42], [-0.40, -3.28, -0.15], [-0.44, -3.84, 1.12], [-1.16, -3.21, 2.13], [-1.86, -2.04, 1.87], [-4.32, 1.15, 2.28], [-3.11, 2.60, 2.43], [-5.42, 1.15, 3.11], [-5.67, 2.14, 3.97], [-3.65, -2.12, -1.51], [-4.74, -2.05, -3.71], [-5.09, 0.12, -4.86], [-4.29, 2.21, -3.79], [-3.19, 2.13, -1.59], [-1.07, -1.69, -1.41], [0.19, -3.72, -0.94], [0.13, -4.73, 1.33], [-1.16, -3.61, 3.14], [-2.35, -1.54, 2.70]]
}